# C4H5I

2 unconnected molecules or ions with the total composition C4H5I (ωB97M-V/def2-TZVPD, OMol25).

The geometry in XYZ format:
```
10
Properties=species:S:1:pos:R:3:nbo_charge:R:1
C -0.597 1.327 -0.371 -0.240
H -0.418 2.098 0.283 0.231
C -1.083 0.700 -1.294 -0.216
I 2.731 -1.448 -0.069 0.180
C 0.741 -0.942 -0.014 -0.432
H -1.312 -0.290 -1.667 0.223
H 0.808 0.510 1.675 0.226
C 0.147 -0.137 0.865 -0.436
H -0.039 -1.684 -0.409 0.218
H -0.978 -0.134 1.001 0.247
```

ΔE to the lowest compared entry with this formula, charge and spin = 4.229 eV
SMILES = C=CI.C#C
Total charge = 0
Spin multiplicity = 1